Formula: C5H8N2O
Source: OMol25
Level of theory: ωB97M-V/def2-TZVPD

Calculated values
HOMO energy (spin up / spin down)   -3.762 / -8.389 eV
⟨S²⟩   2.01
2S+1   3
LUMO energy (spin up / spin down)   0.0345 / -0.0336 hartree
M   112.1 g/mol

Atoms and positions in Å:
C  1.895  0.680  0.542
C  0.594  1.183  0.438
C  2.012  -0.584  0.174
C  -0.250  0.414  -0.222
C  -2.467  0.750  0.378
N  0.870  -1.055  -0.407
N  0.458  -2.169  -1.142
O  -1.480  0.035  -0.448
H  2.713  1.216  1.030
H  0.451  2.209  0.805
H  2.949  -1.002  0.126
H  -3.110  -0.077  0.789
H  -2.868  1.560  -0.173
H  -1.879  1.209  1.181
H  0.574  -2.067  -2.142
H  -0.463  -2.301  -0.930